85
Properties=species:S:1:pos:R:3:forces:R:3 method="wB97M-V/def2-TZVPD" relative_energy_kcal_mol=0.75 orbital_gap_ha="0.29951 / 0.29602" multiplicity=5 homo_energy_ha="-0.2766 / -0.2814" lumo_ev="0.623 / 0.397" s2=6.032 e_tot_ev=-97193.20136
Cr 1.6396 0.1376 0.8883 0.40 0.27 0.20
B 3.7869 -1.6160 -0.4583 0.00 -0.06 0.00
N 4.4852 -0.4728 0.3151 0.11 -0.06 0.01
C 5.7731 -0.1340 0.4288 -0.02 0.03 0.01
C 5.8620 0.9942 1.2274 -0.03 -0.02 0.02
C 4.5399 1.2822 1.5648 0.05 0.05 0.02
N 3.7240 0.3882 1.0121 -0.13 0.11 -0.05
N 3.0398 -2.4750 0.5978 0.02 -0.02 0.07
C 3.2342 -3.7363 0.9936 -0.05 -0.01 -0.01
C 2.3696 -4.0107 2.0402 0.00 0.02 0.01
C 1.6718 -2.8197 2.2268 0.01 0.00 0.01
N 2.0831 -1.9005 1.3559 -0.24 -0.07 -0.23
H 2.9538 -1.1210 -1.1969 -0.02 0.00 0.00
H 4.6032 -2.2913 -1.0223 0.01 -0.03 -0.07
H 6.5333 -0.7094 -0.0708 0.01 -0.02 -0.01
H 6.7492 1.5283 1.5156 0.01 0.01 0.01
H 4.1376 2.0882 2.1569 -0.01 0.00 0.00
H 3.9686 -4.3510 0.5020 0.03 -0.01 0.00
H 2.2604 -4.9329 2.5813 0.00 -0.02 0.02
H 0.8938 -2.5888 2.9351 -0.05 0.00 0.00
N -1.8052 -0.9623 0.0608 0.04 0.12 -0.10
P -0.6931 0.3372 0.0601 -0.27 -0.29 -0.02
C -0.6588 0.8212 -1.6963 -0.01 0.01 0.02
C -1.7790 1.3838 -2.3065 -0.01 0.04 0.01
C -1.7793 1.6375 -3.6678 0.01 0.01 -0.02
C -0.6611 1.3278 -4.4316 -0.01 -0.01 -0.03
C 0.4521 0.7592 -3.8334 0.02 -0.02 -0.01
C 0.4518 0.5068 -2.4693 0.02 -0.05 -0.01
C -1.7121 1.6360 0.8171 0.08 -0.01 0.10
C -1.5255 2.9748 0.4798 -0.06 0.05 -0.01
C -2.2369 3.9621 1.1409 -0.03 -0.03 -0.01
C -3.1368 3.6212 2.1414 -0.01 0.01 0.02
C -3.3226 2.2906 2.4836 -0.02 0.01 0.02
C -2.6082 1.2991 1.8272 -0.02 0.01 -0.01
P -1.2822 -2.6032 -0.0268 0.06 0.11 0.07
C -2.9305 -3.3922 0.0065 -0.01 -0.03 -0.04
C -3.0815 -4.6468 -0.5859 0.01 0.00 -0.01
C -4.2884 -5.3202 -0.5161 -0.03 -0.02 0.01
C -5.3665 -4.7527 0.1511 -0.01 -0.02 -0.01
C -5.2260 -3.5107 0.7479 -0.01 0.02 0.01
C -4.0145 -2.8345 0.6796 0.03 -0.01 0.02
C -0.8579 -2.8069 -1.7980 0.07 -0.04 0.03
C -1.7366 -2.5361 -2.8468 -0.01 0.03 0.00
C -1.3071 -2.6232 -4.1594 -0.04 0.02 0.03
C 0.0059 -2.9884 -4.4388 0.03 0.03 -0.03
C 0.8862 -3.2591 -3.4054 0.03 -0.01 -0.04
C 0.4528 -3.1684 -2.0884 -0.03 0.01 -0.05
H -2.6240 -0.7557 -0.5094 -0.03 -0.01 0.07
H -2.6484 1.6460 -1.7134 0.01 -0.02 -0.01
H -2.6490 2.0831 -4.1328 -0.01 0.00 -0.01
H -0.6617 1.5280 -5.4953 0.00 0.00 -0.01
H 1.3217 0.5064 -4.4256 0.01 0.00 -0.01
H 1.3211 0.0486 -2.0100 0.02 0.00 -0.01
H -0.8040 3.2470 -0.2818 -0.08 0.01 0.03
H -2.0764 5.0009 0.8836 0.01 0.01 -0.01
H -3.6876 4.3957 2.6594 0.00 0.00 0.01
H -4.0183 2.0222 3.2680 -0.01 0.00 0.01
H -2.7453 0.2600 2.0988 0.01 0.00 0.00
H -2.2497 -5.0923 -1.1196 0.00 -0.01 0.01
H -4.3911 -6.2889 -0.9871 0.00 -0.02 -0.01
H -6.3108 -5.2784 0.2039 -0.01 0.00 0.00
H -6.0609 -3.0621 1.2707 0.00 0.00 0.00
H -3.9141 -1.8692 1.1597 0.00 0.01 0.00
H -2.7637 -2.2591 -2.6339 -0.01 0.00 0.00
H -1.9928 -2.4062 -4.9683 -0.01 0.00 -0.01
H 0.3394 -3.0550 -5.4669 0.00 0.00 0.00
H 1.9116 -3.5343 -3.6166 0.00 0.00 -0.01
H 1.1404 -3.3757 -1.2798 0.08 0.01 0.11
C 0.4777 4.5043 4.3089 -0.02 -0.01 0.00
C 0.5021 3.0929 4.3579 0.00 -0.01 0.00
C 0.8357 2.3793 3.2430 -0.04 -0.05 -0.01
C 1.1603 3.0121 2.0139 0.02 -0.06 0.09
C 1.4884 2.2386 0.8567 0.03 -0.11 -0.18
C 1.7944 2.9469 -0.2847 0.12 -0.04 -0.02
C 1.7766 4.3584 -0.3405 0.00 0.07 0.00
C 1.4468 5.0887 0.7652 -0.03 -0.02 -0.03
C 1.1342 4.4283 1.9782 0.02 0.04 0.03
C 0.7878 5.1506 3.1482 0.02 0.01 -0.03
H 0.2121 5.0679 5.1942 0.00 0.01 0.00
H 0.2564 2.5825 5.2803 0.00 -0.01 0.00
H 0.8509 1.2916 3.2844 0.00 0.03 0.00
H 2.0714 2.4202 -1.1940 -0.01 -0.01 0.00
H 2.0254 4.8596 -1.2687 0.00 0.01 0.00
H 1.4228 6.1716 0.7326 0.01 0.02 0.00
H 0.7727 6.2336 3.1022 0.00 0.02 0.00

101
Properties=species:S:1:pos:R:3:forces:R:3 method="wB97M-V/def2-TZVPD" relative_energy_kcal_mol=10.68 total_charge=-1 orbital_gap_ha=0.27725 multiplicity=1 homo_energy_ha=-0.2061 lumo_ev=1.935 e_tot_ev=-102325.18494
Tl 0.1831 0.1057 0.2395 0.07 0.38 0.03
C 0.1388 -3.7096 1.3518 -0.01 0.00 -0.05
C -1.1524 -3.0037 1.1060 0.05 -0.04 0.07
C -2.4093 -3.6126 1.1435 -0.02 0.00 0.03
C -3.3164 -2.6110 0.8712 0.03 -0.02 -0.04
C -4.8020 -2.7102 0.7592 0.03 0.00 0.02
N -2.6236 -1.4752 0.6874 -0.06 0.03 0.08
N -1.2895 -1.7086 0.8316 -0.14 0.10 -0.06
B -3.2129 -0.0693 0.4115 0.12 -0.06 -0.02
N -2.8264 0.3752 -1.0083 0.00 0.07 0.03
N -1.5355 0.5881 -1.3613 -0.10 -0.52 -0.25
C -1.5200 0.8918 -2.6528 0.02 0.04 0.09
C -0.2752 1.1800 -3.4195 -0.01 -0.05 -0.03
C -2.8323 0.8947 -3.1443 0.03 -0.02 -0.04
C -3.6290 0.5563 -2.0730 -0.05 0.06 0.02
C -5.1140 0.4120 -2.0208 0.02 0.01 -0.02
N -2.7150 0.9268 1.4658 -0.02 0.08 -0.04
N -1.4108 1.2858 1.5625 -0.13 -0.17 0.47
C -1.3074 2.1631 2.5548 0.03 -0.01 -0.10
C -0.0280 2.8034 2.9804 -0.01 -0.05 0.05
C -2.5786 2.3887 3.1023 -0.02 0.06 0.01
C -3.4411 1.5874 2.3877 -0.02 -0.01 -0.01
C -4.9161 1.4226 2.5473 0.02 0.02 0.00
H -0.0798 -4.7375 1.6389 0.02 0.00 0.01
H 0.7118 -3.2449 2.1524 0.00 -0.01 -0.01
H 0.7499 -3.7333 0.4509 -0.01 0.01 0.00
H -2.6171 -4.6485 1.3525 -0.02 -0.01 -0.02
H -5.1018 -3.7417 0.9388 -0.01 0.00 0.01
H -5.1447 -2.4234 -0.2350 -0.01 0.00 -0.01
H -5.3087 -2.0695 1.4808 -0.01 0.00 0.01
H -4.4037 -0.1366 0.4834 0.02 -0.03 -0.02
H 0.5646 1.3693 -2.7557 0.00 0.02 0.02
H -0.4224 2.0592 -4.0495 0.02 0.01 0.01
H -0.0358 0.3353 -4.0672 0.00 0.00 -0.03
H -3.1471 1.0972 -4.1543 -0.02 0.03 0.00
H -5.5302 0.6754 -2.9922 -0.01 -0.01 0.00
H -5.5543 1.0657 -1.2679 0.00 0.01 0.01
H -5.4111 -0.6108 -1.7870 -0.01 -0.01 0.00
H 0.7610 2.6429 2.2519 0.01 -0.01 0.04
H 0.3085 2.3704 3.9219 0.00 0.00 0.01
H -0.1803 3.8763 3.1184 0.00 0.01 -0.01
H -2.8299 3.0537 3.9118 0.00 0.01 0.01
H -5.2623 2.0737 3.3487 -0.01 -0.01 0.00
H -5.1786 0.3945 2.7998 -0.01 -0.01 0.01
H -5.4508 1.6857 1.6343 0.00 0.01 -0.01
C 3.5664 -0.5216 -7.3599 -0.01 -0.02 0.01
C 4.2398 -1.4010 -6.3105 -0.01 0.05 -0.07
C 5.7573 -1.4304 -6.4345 0.01 0.02 0.03
C 6.3402 -0.0451 -6.1895 -0.02 -0.01 0.02
C 5.8271 0.5152 -4.8871 -0.02 0.02 -0.02
C 6.5158 1.5067 -4.2195 -0.03 0.01 -0.03
C 6.0356 2.0053 -3.0157 0.02 0.02 0.03
F 6.7401 2.9869 -2.4126 -0.02 -0.02 -0.03
C 4.8988 1.5222 -2.4301 0.00 0.02 0.02
C 4.1930 0.5100 -3.0828 -0.08 -0.08 0.06
C 2.9905 -0.0536 -2.4142 -0.04 0.01 0.09
O 2.7073 0.3021 -1.2723 0.26 -0.10 -0.28
C 2.2474 -1.0216 -3.1906 0.27 -0.03 0.01
C 2.7413 -1.4065 -4.3974 0.04 0.10 -0.02
N 3.8791 -0.9505 -4.9621 0.08 -0.05 0.07
C 4.6363 0.0261 -4.3170 -0.09 -0.04 -0.05
C 0.9533 -1.6883 -2.7550 -0.45 -0.06 -0.35
O 0.3961 -2.4055 -3.5915 0.10 -0.05 -0.06
O 0.5354 -1.4771 -1.5775 0.21 -0.02 0.37
H 3.8645 -0.8292 -8.3636 0.00 0.00 -0.01
H 3.8325 0.5268 -7.2225 -0.01 0.01 0.00
H 2.4825 -0.6050 -7.2806 -0.01 0.01 0.00
H 3.8575 -2.4182 -6.4095 0.01 0.00 0.05
H 6.0330 -1.8048 -7.4213 0.00 0.01 0.00
H 6.1536 -2.1242 -5.6890 0.01 -0.03 -0.03
H 6.0758 0.6242 -7.0130 0.02 0.00 -0.01
H 7.4298 -0.0918 -6.1610 0.00 0.02 -0.01
H 7.4335 1.9084 -4.6310 0.02 -0.01 0.02
H 4.5256 1.8986 -1.4868 0.01 -0.01 0.03
H 2.1784 -2.1383 -4.9644 -0.01 -0.02 0.00
O 4.4809 -1.7875 4.2648 0.42 -0.30 -0.15
C 4.7337 -2.3009 3.0771 -0.04 0.08 0.18
O 5.7209 -2.9616 2.8411 0.08 -0.07 -0.02
C 3.7289 -2.0387 2.0153 0.07 -0.11 -0.03
C 3.7865 -2.5632 0.7358 -0.03 0.01 0.07
N 2.7035 -2.1264 0.0852 0.02 -0.06 -0.02
N 1.9465 -1.3569 0.8590 0.13 0.23 -0.23
C 2.5480 -1.2776 2.0288 -0.08 -0.03 -0.06
C 1.8378 -0.4896 3.0892 -0.15 0.03 -0.11
O 2.3141 -0.5168 4.2420 -0.14 0.16 0.07
O 0.8048 0.0895 2.6914 0.04 0.04 0.10
H 3.6028 -1.2746 4.2785 -0.19 0.15 0.09
H 4.5207 -3.2084 0.2864 0.01 -0.01 -0.03
H 2.3814 -2.2797 -0.8619 -0.04 0.07 0.05
F -1.4158 7.4649 0.8911 0.03 -0.05 -0.05
C -0.8138 6.3085 0.5789 0.02 0.01 0.03
C 0.5663 6.2264 0.5312 -0.01 0.05 0.00
F 1.3028 7.3190 0.7820 -0.03 -0.05 0.02
C 1.1791 5.0243 0.2300 -0.04 -0.01 0.07
F 2.5172 5.0147 0.2076 -0.02 -0.03 0.03
C 0.4608 3.8567 -0.0392 -0.29 0.00 0.14
S 1.3519 2.3944 -0.4098 0.19 -0.25 -0.03
C -0.9266 3.9931 -0.0270 -0.07 -0.05 -0.18
F -1.7079 2.9673 -0.3744 0.03 0.52 -0.08
C -1.5599 5.1831 0.2879 -0.06 0.00 0.02
F -2.8980 5.2560 0.2920 0.07 -0.01 0.01

83
Properties=species:S:1:pos:R:3:forces:R:3 method="wB97M-V/def2-TZVPD" relative_energy_kcal_mol=0.00 total_charge=+1 orbital_gap_ha="0.15954 / 0.22424" multiplicity=1 homo_energy_ha="-0.3511 / -0.3737" lumo_ev="-5.212 / -4.068" e_tot_ev=-80644.14188
C -0.9804 -0.2403 1.1448 0.33 0.24 -0.86
C -1.9758 0.2682 0.2345 -0.11 -0.52 -0.08
C -2.3948 -0.7921 -0.5979 0.25 0.38 0.52
H -2.3858 1.2750 0.2627 0.12 -0.24 -0.04
C -1.6564 -1.9523 -0.2742 0.47 0.06 0.47
C -0.7724 -1.6419 0.7911 -0.47 -0.45 -0.54
H -0.1601 -2.3311 1.3715 -0.24 0.17 -0.22
H -0.6894 0.2006 2.1003 0.01 -0.04 -0.42
H -3.1926 -0.7437 -1.3361 0.30 0.02 0.10
H -1.7771 -2.9291 -0.7485 0.17 0.42 0.18
Bi 0.9668 0.0169 -0.3877 -0.50 0.42 1.89
Si 2.5746 0.3261 -7.6226 0.02 0.00 -0.82
C 1.9723 1.8339 -8.5456 -0.14 0.31 0.25
C 2.6286 2.5013 -9.5972 -0.48 0.11 0.18
H 3.5995 2.1543 -9.9532 -0.21 0.11 0.13
C 2.0236 3.6052 -10.2095 -0.01 -0.06 0.04
H 2.5333 4.1166 -11.0299 -0.16 -0.16 0.28
C 0.7702 4.0597 -9.7817 0.04 -0.20 0.17
H 0.3023 4.9312 -10.2500 0.23 -0.35 0.14
C 0.1087 3.3853 -8.7506 -0.02 0.04 -0.09
H -0.8769 3.7132 -8.4107 0.27 -0.04 -0.19
C 0.6999 2.2761 -8.1454 0.15 0.37 -0.38
H 0.1598 1.7451 -7.3595 0.14 0.15 -0.16
C 2.0825 -1.1512 -8.6691 0.61 -0.27 -0.30
C 1.0428 -1.1144 -9.6186 0.05 -0.32 0.29
H 0.6231 -0.1596 -9.9449 0.02 -0.27 0.26
C 0.5424 -2.3064 -10.1558 0.20 0.03 0.02
H -0.2948 -2.2764 -10.8563 0.27 0.00 0.19
C 1.1217 -3.5327 -9.8131 0.07 0.24 0.11
H 0.7168 -4.4644 -10.2189 0.19 0.35 0.13
C 2.2384 -3.5549 -8.9712 0.04 -0.10 -0.10
H 2.7381 -4.4993 -8.7532 -0.15 0.21 -0.07
C 2.7284 -2.3730 -8.4169 -0.57 -0.02 -0.18
H 3.6151 -2.3837 -7.7824 -0.23 -0.14 -0.03
H 1.7291 0.1758 -6.4257 0.00 0.19 0.28
Si 0.3963 0.1605 -3.3301 -0.63 0.18 -0.52
C -0.3126 -1.4657 -3.8883 0.12 -0.37 0.14
C -1.5230 -1.4898 -4.6191 0.22 -0.39 0.32
H -1.9828 -0.5607 -4.9550 0.11 -0.22 0.09
C -2.1471 -2.7121 -4.8981 0.18 -0.11 0.13
H -3.1113 -2.7165 -5.4183 0.50 -0.04 0.07
C -1.5757 -3.9195 -4.4613 0.01 0.46 0.29
H -2.0706 -4.8709 -4.6821 0.19 0.40 0.14
C -0.3968 -3.8954 -3.6960 -0.03 0.03 -0.08
H 0.0026 -4.8160 -3.2534 -0.12 0.34 -0.43
C 0.2518 -2.6863 -3.4428 -0.66 0.18 -0.25
H 1.1856 -2.6911 -2.8847 -0.11 0.02 -0.01
C -0.6443 1.6084 -3.8273 -0.33 0.38 0.31
C -1.9425 1.6515 -3.2609 0.07 0.22 -0.39
H -2.2558 0.8919 -2.5399 0.16 0.24 -0.24
C -2.8389 2.6595 -3.6180 0.32 0.02 -0.14
H -3.8144 2.7072 -3.1263 0.28 0.00 -0.33
C -2.4610 3.6080 -4.5826 0.23 -0.08 0.27
H -3.1709 4.3849 -4.8758 0.26 -0.26 0.04
C -1.1613 3.6045 -5.1144 -0.14 -0.05 0.32
H -0.8615 4.3821 -5.8236 -0.09 -0.33 0.26
C -0.2369 2.6368 -4.7008 -0.34 -0.16 0.11
H 0.7931 2.6674 -5.0587 -0.29 -0.03 -0.05
H 4.0214 0.4173 -7.2075 -0.45 -0.22 -0.21
Cl 2.3977 0.4750 -3.6320 0.02 -0.12 0.17
C 2.5054 -2.4376 4.7136 -0.14 0.27 -0.19
C 2.4286 -1.0817 5.0586 0.08 0.21 -0.42
C 2.3055 -0.1020 4.0649 0.00 -0.58 0.39
C 2.2452 -0.4928 2.7232 0.45 -0.65 -0.25
C 2.3115 -1.8590 2.3597 -0.10 0.48 0.60
C 2.4001 -2.8225 3.3644 0.11 0.16 0.14
N 2.0781 0.4771 1.7242 -0.35 1.07 0.49
N 2.2257 1.7179 2.1748 -0.54 -0.17 -0.78
C 1.6081 2.6716 1.4140 0.06 -1.17 -0.37
C 1.6186 4.0295 1.8061 0.01 0.47 -0.71
C 1.1219 4.9879 0.9223 0.17 -1.20 0.71
C 0.4067 4.5462 -0.2050 -0.12 0.07 -0.73
C 0.3577 3.2018 -0.5100 0.49 -0.12 0.23
N 0.9983 2.2677 0.2537 -0.32 0.79 -0.49
H 2.6614 -3.1825 5.4961 -0.21 0.17 -0.31
H 2.4611 -0.7548 6.1014 0.08 -0.27 -0.34
H 2.2664 0.9639 4.2843 -0.05 -0.46 0.13
H 2.3111 -2.1295 1.3013 0.00 -0.06 0.30
H 2.3912 -3.8829 3.1052 0.17 0.33 0.05
H 2.0563 4.2727 2.7720 0.11 0.01 -0.36
H 1.2929 6.0429 1.0906 -0.29 -0.03 0.20
H -0.0819 5.2680 -0.8690 0.26 -0.38 0.25
H -0.1289 2.8058 -1.4065 -0.01 0.34 0.30